1.
{"formula": "C4H11N2O2", "method": "ωB97M-V/def2-TZVPD", "homo_lumo_gap_ev": 8.3, "lumo_ev": 4.1, "total_charge": -1, "symbols": ["N", "C", "O", "O", "H", "H", "C", "C", "N", "C", "H", "H", "H", "H", "H", "H", "H", "H", "H"], "positions_angstrom": [[1.19196, 1.36228, 3.33924], [0.58834, 0.89132, 2.12074], [-0.24805, -0.03433, 2.25184], [0.98326, 1.43563, 1.06628], [1.45290, 2.33395, 3.26635], [0.60161, 1.15799, 4.13240], [0.62272, -2.03096, -1.83430], [0.35649, -0.67180, -1.20903], [-1.08414, -0.39275, -1.35739], [-1.52151, 0.91090, -0.84148], [1.65958, -2.35577, -1.75407], [0.29439, -2.02701, -2.87507], [0.01287, -2.78463, -1.32406], [0.89211, 0.13298, -1.71910], [0.66106, -0.62507, -0.16074], [-1.56263, -1.09597, -0.80231], [-2.56639, 1.03980, -1.14408], [-1.36148, 1.06096, 0.22346], [-0.97309, 1.69248, -1.37867]]}



2.
{"formula": "C10H16ClN2O4PS", "method": "ωB97M-V/def2-TZVPD", "homo_lumo_gap_ev": 9.2, "smiles": "CCOP(=O)(OCC)SCn1nc(Cl)c(C)cc1=O", "lumo_ev": 0.1, "symbols": ["O", "O", "Cl", "N", "O", "O", "S", "C", "C", "C", "C", "N", "C", "C", "C", "C", "C", "C", "P", "H", "H", "H", "H", "H", "H", "H", "H", "H", "H", "H", "H", "H", "H", "H", "H"], "positions_angstrom": [[-1.81249, 1.57429, 3.00596], [0.36638, -1.78713, 1.28234], [-1.60534, 3.36716, -2.39246], [-1.79981, 1.64222, -0.52586], [0.63350, -3.06734, -0.88298], [1.19685, -0.31538, -0.58188], [-1.74552, -1.19576, -0.61626], [-1.62435, 1.92935, 1.89457], [-1.61570, 2.88588, -0.73645], [-1.24231, 3.35245, 1.57259], [-1.19616, 3.81000, 0.35254], [-1.97005, 1.13093, 0.77691], [-0.84878, 5.21519, 0.09549], [-2.29657, -0.24831, 0.84696], [0.24161, -5.38831, -1.24852], [3.48672, 0.10691, -1.12435], [0.21091, -4.24252, -0.18052], [2.57649, -0.51108, -0.04292], [0.27162, -1.61589, -0.20310], [-1.02989, 4.05753, 2.36057], [-1.46721, 5.81748, 0.83147], [-1.24028, 5.44459, -0.87292], [0.24043, 5.46761, 0.19781], [-1.81594, -0.62972, 1.76073], [-3.34110, -0.52988, 1.00232], [-0.07167, -6.29263, -0.59388], [1.20255, -5.49882, -1.66014], [-0.52361, -5.22662, -2.02934], [3.44908, 1.18878, -1.05140], [4.52091, -0.23384, -1.07746], [3.15764, -0.17198, -2.10767], [-0.71888, -4.08469, 0.35948], [0.91254, -4.36961, 0.61772], [2.82041, -1.61740, 0.03565], [2.67801, 0.03655, 0.93500]]}



3.
{"formula": "C4H5ClN2O2", "method": "ωB97M-V/def2-TZVPD", "homo_lumo_gap_ev": 10.8, "smiles": "N#CC[C@](N)(Cl)C(=O)O", "lumo_ev": 0.3, "symbols": ["C", "C", "C", "C", "N", "N", "O", "O", "Cl", "H", "H", "H", "H", "H"], "positions_angstrom": [[1.46576, -0.39925, 1.10326], [-1.00609, -1.72777, -0.01023], [0.19547, 0.14620, 1.44541], [-0.74388, -0.13811, 0.11674], [2.45761, -0.88962, 0.84941], [-0.11103, 0.19960, -1.13455], [-0.32834, -2.36316, -0.92448], [-1.84622, -2.23171, 0.68161], [-2.25275, 0.73532, 0.51320], [-0.25428, -0.05056, 2.42236], [0.36576, 1.21281, 1.45110], [-0.60755, 0.06705, -1.95249], [0.43573, -1.81406, -1.51159], [0.37929, 1.14884, -1.11503]]}



4.
{"formula": "C4H7O4S", "method": "ωB97M-V/def2-TZVPD", "homo_lumo_gap_ev": 9.0, "smiles": "C=C[C@@](C)(O)S(=O)(=O)[O-]", "lumo_ev": 3.9, "total_charge": -1, "symbols": ["C", "C", "C", "C", "O", "O", "O", "O", "S", "H", "H", "H", "H", "H", "H", "H"], "positions_angstrom": [[-1.46893, 1.57369, -0.22306], [-0.78435, 0.59988, -0.89137], [-0.62094, -1.08237, 0.94793], [-0.07551, -0.44895, -0.31202], [2.43481, -0.98779, 0.20737], [2.04180, 1.09139, -0.87882], [1.56860, 0.90469, 1.46070], [0.36608, -1.45775, -1.28028], [1.58924, 0.22861, 0.18401], [-1.93213, 2.31943, -0.76197], [-1.43922, 1.40121, 0.86478], [-0.61186, 0.72927, -1.99700], [-0.84972, -0.27878, 1.71568], [0.04142, -1.72589, 1.46662], [-1.54019, -1.60615, 0.68963], [1.28090, -1.26048, -1.19219]]}



5.
{"formula": "C26H74F6N6O8P", "method": "ωB97M-V/def2-TZVPD", "homo_lumo_gap_ev": 8.8, "lumo_ev": 2.5, "total_charge": -1, "symbols": ["P", "F", "F", "F", "F", "F", "F", "C", "O", "H", "H", "H", "H", "C", "O", "H", "H", "H", "H", "C", "C", "C", "O", "C", "N", "H", "H", "H", "H", "H", "H", "H", "H", "H", "H", "H", "C", "C", "C", "O", "C", "N", "H", "H", "H", "H", "H", "H", "H", "H", "H", "H", "H", "C", "C", "C", "O", "C", "N", "H", "H", "H", "H", "H", "H", "H", "H", "H", "H", "H", "C", "C", "C", "O", "C", "N", "H", "H", "H", "H", "H", "H", "H", "H", "H", "H", "H", "C", "C", "C", "O", "C", "N", "H", "H", "H", "H", "H", "H", "H", "H", "H", "H", "H", "C", "C", "C", "O", "C", "N", "H", "H", "H", "H", "H", "H", "H", "H", "H", "H", "H"], "positions_angstrom": [[-0.27004, -0.56277, 0.33408], [0.65699, 0.19570, -0.76449], [1.04403, -1.25267, 1.00077], [-0.02196, 0.60948, 1.46650], [-1.21826, -1.37191, 1.39406], [-1.59443, 0.23478, -0.15347], [-0.46694, -1.73367, -0.74495], [-0.92133, -5.19087, -0.25983], [-0.54136, -6.30290, -1.02541], [-0.15452, -5.05387, 0.50982], [-1.02726, -4.27229, -0.84062], [-1.84476, -5.37276, 0.28963], [0.29751, -6.20473, -1.50011], [-2.40847, 0.22257, 4.05306], [-1.16912, -0.44986, 4.19908], [-3.11128, 0.34044, 4.88620], [-2.25872, 1.27916, 3.81297], [-2.98129, -0.25411, 3.25512], [-1.22836, -1.26275, 3.69346], [-6.76010, -3.64758, 2.08095], [-5.45813, -4.32414, 1.71362], [-4.47668, -3.32399, 1.09224], [-4.83565, -2.96952, -0.23122], [-3.85199, -2.18917, -0.91849], [-4.88928, -4.95317, 2.90825], [-7.59674, -4.34587, 2.18421], [-7.13178, -2.98247, 1.29992], [-6.68501, -3.10994, 3.02703], [-5.67399, -5.08913, 0.96102], [-3.52914, -3.87653, 1.05977], [-4.31122, -2.37570, 1.61058], [-4.02538, -2.21801, -1.99092], [-2.86954, -2.64626, -0.76365], [-3.69533, -1.17831, -0.53731], [-4.16378, -5.60386, 2.61691], [-5.59064, -5.61479, 3.23111], [2.18099, 5.54397, -1.12065], [1.08362, 4.45357, -1.32017], [1.01521, 3.95552, -2.76088], [-0.02898, 2.96085, -2.81503], [-1.31372, 3.46774, -3.09070], [1.55313, 3.40539, -0.39522], [3.06411, 5.25897, -1.69255], [2.42003, 5.85731, -0.10724], [1.82834, 6.45425, -1.62188], [0.07870, 4.80461, -1.06236], [1.88773, 3.33617, -2.97179], [0.81364, 4.77546, -3.45060], [-2.05166, 2.70842, -3.34657], [-1.31987, 4.23426, -3.87054], [-1.74360, 3.93509, -2.19743], [0.86548, 2.67262, -0.58194], [1.37317, 3.66873, 0.56675], [0.59728, -1.71206, -4.39973], [0.81477, -0.21693, -4.06186], [1.02596, 0.71152, -5.26524], [2.08927, 0.41140, -6.14383], [3.34428, 0.30926, -5.46793], [-0.37147, 0.26879, -3.32205], [1.43323, -1.98366, -5.05030], [-0.35499, -1.78813, -4.92368], [0.61301, -2.39543, -3.55298], [1.65314, -0.04531, -3.37583], [1.07796, 1.78036, -5.03619], [0.10531, 0.57267, -5.84081], [3.54811, 1.23106, -4.91813], [4.13141, 0.17292, -6.20919], [3.35248, -0.58009, -4.83686], [-0.17010, 1.23245, -3.03894], [-0.32303, -0.19183, -2.41575], [3.34464, 0.88522, 1.93786], [2.96487, 0.85336, 3.42568], [3.01732, 2.24583, 4.09504], [2.53081, 2.08852, 5.42696], [2.64894, 3.36259, 6.06339], [1.62119, 0.22443, 3.55902], [2.62810, 1.55122, 1.44945], [3.35539, -0.07260, 1.42572], [4.30592, 1.36418, 1.72013], [3.68384, 0.24777, 3.98579], [2.37913, 2.91109, 3.50528], [4.08604, 2.47403, 4.08175], [1.80925, 3.97902, 5.72823], [3.61588, 3.84844, 5.92560], [2.46744, 3.26487, 7.13537], [1.82914, -0.64848, 3.08482], [1.12629, 0.63522, 2.74390], [3.32199, -2.44776, -1.87707], [2.45398, -3.66563, -1.43731], [2.95007, -4.88992, -2.13818], [1.97759, -5.93025, -2.05323], [2.45349, -7.06888, -2.74155], [2.41343, -3.66552, 0.00519], [3.18822, -2.17966, -2.92681], [4.39321, -2.61534, -1.75471], [2.98445, -1.61954, -1.25398], [1.45825, -3.50282, -1.87074], [3.93803, -5.19157, -1.77675], [3.01811, -4.60466, -3.19319], [1.69688, -7.85206, -2.67959], [3.37046, -7.47218, -2.30526], [2.61814, -6.89867, -3.80918], [1.88897, -4.47828, 0.30574], [1.91442, -2.83505, 0.30025], [-0.60495, 6.29268, 2.05337], [-0.91612, 4.98906, 2.84129], [-1.44489, 3.84662, 1.97036], [-2.71534, 4.20715, 1.38471], [-3.16707, 3.18342, 0.51464], [0.27996, 4.57064, 3.48300], [-0.02039, 6.08029, 1.14968], [0.03188, 6.98466, 2.60223], [-1.48895, 6.74249, 1.60091], [-1.72942, 5.20231, 3.53744], [-1.58470, 3.00589, 2.65974], [-0.79515, 3.44511, 1.18712], [-3.92329, 3.67785, -0.09798], [-3.71979, 2.38211, 1.01496], [-2.37310, 2.71488, -0.06896], [1.09140, 4.30802, 2.93290], [0.11705, 3.65154, 3.89521]]}



6.
{"formula": "C16H22ClN10O2RuS", "method": "ωB97M-V/def2-TZVPD", "homo_lumo_gap_ev": [4.5, 4.5], "lumo_ev": [-12.9, -12.9], "total_charge": 3, "symbols": ["Ru", "C", "C", "N", "C", "S", "N", "N", "C", "C", "C", "C", "C", "C", "C", "N", "H", "H", "H", "H", "H", "H", "H", "H", "H", "H", "H", "H", "H", "N", "N", "C", "N", "N", "N", "O", "O", "H", "H", "H", "H", "H", "Cl", "C", "C", "C", "C", "N", "C", "H", "H", "H", "H"], "positions_angstrom": [[0.00024, 0.18571, 0.65965], [4.80509, -3.59236, -1.09785], [3.68554, -3.53121, -0.07162], [2.42032, -3.13096, -0.71631], [1.60753, -2.16888, -0.35151], [1.86919, -1.19837, 1.05720], [0.51865, -2.01607, -1.18962], [-0.25521, -1.03062, -0.87835], [-1.34318, -0.80198, -1.67614], [-1.60238, -1.57553, -2.89926], [-2.20294, 0.25972, -1.22930], [-3.34825, 0.61788, -1.93739], [-4.15045, 1.64487, -1.45649], [-3.78866, 2.27511, -0.28019], [-2.61932, 1.87627, 0.38415], [-1.84273, 0.90745, -0.06917], [5.70296, -3.98011, -0.62019], [5.02960, -2.60483, -1.50013], [4.55635, -4.26444, -1.92006], [3.89968, -2.81716, 0.71983], [3.52143, -4.50704, 0.38851], [2.15338, -3.64372, -1.55069], [-0.91874, -2.41147, -2.99467], [-1.48301, -0.92005, -3.77160], [-2.63493, -1.93330, -2.91352], [-3.61333, 0.10542, -2.85206], [-5.04147, 1.94105, -1.99480], [-4.38543, 3.07778, 0.13379], [-2.30205, 2.36576, 1.29642], [-1.12509, -1.22853, 1.97935], [-1.23003, -0.84571, 3.31578], [-0.62974, 0.29787, 3.69854], [-0.62684, 0.62730, 4.96973], [-0.10116, 0.98543, 2.66950], [0.71812, 2.09438, 2.91533], [1.27292, 2.47294, 1.91806], [0.80140, 2.57783, 4.01722], [-2.06534, -1.35968, 1.61358], [-0.63783, -2.12072, 1.94175], [-1.66400, -1.47836, 3.97123], [-1.02790, 0.02885, 5.67643], [-0.17764, 1.48803, 5.25236], [4.69036, 1.72544, -2.21814], [3.11397, 2.16290, -1.72033], [2.60225, 3.42727, -1.96013], [1.31186, 3.69662, -1.52984], [0.59062, 2.71834, -0.87915], [1.09117, 1.48966, -0.63767], [2.34009, 1.22856, -1.05272], [3.19903, 4.17582, -2.46456], [0.86420, 4.66809, -1.68660], [-0.40300, 2.93039, -0.52103], [2.75065, 0.25638, -0.85773]]}



Respective ΔE to the lowest compared entry with this formula, charge and spin values: 0.578 0.000 1.497 0.551 0.307 0.566 eV.